1.
DFT (ωB97M-V/def2-TZVPD) results for a structure of composition C3H6GdO3 at a distorted geometry.

The calculated total energy is -30178.29523 eV. The spin multiplicity is 9. The lowest unoccupied orbital energy (spin up / spin down) is 0.5 / -1.7 eV. The charge is 0.

XYZ file:
```
13
Properties=species:S:1:pos:R:3:forces:R:3
O 1.6215 1.9545 0.1647 -4.0 0.5 0.3
C 0.2985 1.7126 0.1067 3.5 3.0 0.1
C -0.1683 0.4605 -0.1210 1.0 -4.7 0.2
O 0.6770 -0.5990 -0.0605 -3.3 2.5 -0.5
C -1.0052 -3.2522 0.2686 -1.5 -2.2 -0.1
Gd 2.8080 0.1259 -0.1768 2.2 -1.0 -0.3
H -0.3973 2.5588 0.2021 0.3 -0.2 -0.1
H -1.2377 0.2792 -0.2972 0.4 0.0 0.1
H 0.0386 -3.5562 0.0926 -0.3 0.6 0.3
H -1.1961 -2.6599 1.1730 0.5 -0.1 -0.5
H -1.4426 -2.7868 -0.6285 0.4 0.2 0.4
O -1.7968 -4.5149 0.5263 0.8 1.4 -0.1
H -1.8572 -5.0072 -0.2959 0.1 0.1 -0.1
```
Positions in Å, forces in eV/Å.

***

2.
DFT (ωB97M-V/def2-TZVPD) results for a structure of composition C3H6HoO3 at a distorted geometry.

The calculated total energy is -35110.82432 eV. The spin multiplicity is 5. The lowest unoccupied orbital energy (spin up / spin down) is -17.2 / -17.8 eV. The charge is +3.

XYZ file:
```
13
Properties=species:S:1:pos:R:3:forces:R:3
H -1.1639 1.7613 -0.2294 -1.8 -0.3 -2.7
O -0.4957 0.2527 0.0653 -1.8 -1.7 -1.2
Ho -1.8527 1.1131 -3.8202 1.5 -1.0 2.9
O -0.5314 -0.2513 -2.1554 -2.3 -1.6 -3.3
C -1.0503 0.1913 -1.1254 5.5 3.2 2.7
O -1.5770 1.3975 -1.2602 -2.0 2.3 0.9
C 0.7179 -0.5499 0.3448 1.0 -1.2 0.7
C 0.9160 -0.5663 1.8333 0.0 0.0 0.2
H 0.5346 -1.5424 -0.0790 0.0 0.1 0.1
H 1.5381 -0.0577 -0.1877 -0.2 0.1 -0.1
H 0.1015 -1.0990 2.3392 0.2 0.1 -0.1
H 1.8542 -1.0989 2.0373 -0.2 0.1 0.0
H 1.0087 0.4495 2.2374 0.0 -0.2 -0.1
```
Positions in Å, forces in eV/Å.

***

3.
DFT (ωB97M-V/def2-TZVPD) results for the ion C3H6I2NO with charge +1 at a distorted geometry.

The calculated total energy is -22938.82069 eV. The lowest unoccupied orbital energy is -4.9 eV. The charge is +1.

XYZ file:
```
13
Properties=species:S:1:pos:R:3:forces:R:3
C 1.5493 0.8323 0.0460 1.5 -0.4 0.0
N 0.6575 -0.3434 -0.2468 0.4 0.4 -2.7
C -0.7732 -0.0730 -0.5145 -2.5 1.4 0.7
I -1.5836 -1.1213 -2.3427 0.8 0.9 1.6
C -1.4939 -0.6328 0.8581 0.6 0.7 -1.5
O -0.7869 -1.1610 1.6635 0.4 -0.2 -0.2
I -3.4633 -0.2228 1.1761 -0.6 0.1 -0.1
H 1.7509 1.3739 -0.9089 -0.3 -0.3 1.0
H 1.1835 1.4099 0.8542 -1.2 1.0 0.3
H 2.5161 0.5286 0.5357 -0.8 -0.5 -1.1
H 0.4234 -0.9433 0.5851 1.7 -0.9 0.1
H 1.0278 -0.7055 -1.1914 -0.5 -0.5 2.4
H -1.0075 1.0584 -0.5145 0.4 -1.9 -0.5
```
Positions in Å, forces in eV/Å.

***

4.
DFT (ωB97M-V/def2-TZVPD) results for the molecule C3H6I3N at a distorted geometry.

The calculated total energy is -28995.13358 eV. The lowest unoccupied orbital energy (spin up / spin down) is -1.2 / -1.5 eV. The charge is 0.

XYZ file:
```
13
Properties=species:S:1:pos:R:3:forces:R:3
C 2.2543 -0.4616 -0.3738 -1.1 -1.7 -3.9
C -1.6370 -0.2454 0.6934 -3.0 1.8 3.9
C -1.2555 0.2475 -0.5141 0.5 3.2 -0.4
N 1.3428 0.1445 0.5546 -0.1 -0.5 -0.1
I -3.7322 -1.1776 0.6077 -0.4 -0.1 -0.3
I -1.3620 2.3402 -0.8389 -0.7 -0.9 -0.3
I 1.5892 2.1024 0.8711 0.9 -0.2 0.3
H 2.0888 -0.1453 -1.5406 0.6 0.2 2.6
H 3.3208 -0.3635 -0.1329 -0.3 0.0 0.0
H 1.9582 -1.5949 -0.6082 0.7 2.1 1.4
H -1.2531 -1.0908 1.1528 1.3 -1.5 0.3
H -1.9814 0.4887 1.5411 1.4 -1.0 -1.8
H -1.3329 -0.2443 -1.4123 0.4 -1.3 -1.8
```
Positions in Å, forces in eV/Å.

***

Question: Which value of calculated total energy does entry 2 give?
Answer: -35110.82432 eV

***

Question: charge of number 4 (C3H6I3N)?
Answer: 0

***

Question: charge of number 2 (C3H6HoO3)?
Answer: +3